[1]
An isolated molecule of C4H7NO, computed with ωB97M-V/def2-TZVPD.

Positions of all 13 atoms, in Å:
C1 0.92503 -1.01329 1.23503
C2 0.64067 -0.08994 0.10003
C3 -0.30418 -0.49996 -0.92008
N1 -0.64505 0.57530 0.18245
C4 -1.13385 1.66687 -0.50045
O1 -1.32102 1.62603 -1.69676
H1 1.23749 -0.44158 2.10692
H2 1.71152 -1.70918 0.93102
H3 0.02027 -1.57930 1.48066
H4 1.46231 0.52687 -0.25915
H5 -1.00119 -1.31258 -0.78529
H6 -0.08568 -0.26330 -1.96939
H7 -1.50633 2.51406 0.09502

As for the LUMO energy: 1.022 eV. The orbital gap is 10.7 eV. The value obtained for the HOMO energy is -9.7 eV. As for the SMILES: C[C@H]1CN1C=O. The value obtained for the largest force on an atom is 0.0384 hartree/bohr. As for the spin multiplicity: 1. The calculation puts the energy above the lowest of the compared OMol25 structures with the same formula, charge and spin at 238.5 kJ/mol. As for the total energy: -286.54082 Eh.

=====

[2]
A 7-piece molecular cluster, C32H65I2N3O12S overall, computed with ωB97M-V/def2-TZVPD.

Positions of all 115 atoms, in Å:
C1 -1.13657 -0.00028 -2.71944
C2 0.08567 -1.03400 -2.40643
I1 -0.12895 -2.24642 -0.62364
C3 1.22881 -1.15021 -3.28684
I2 1.13299 0.16477 -5.05933
C4 2.44703 -2.15625 -3.03933
C5 2.46328 -3.18984 -4.29720
N1 2.27156 -3.97055 -5.21160
C6 3.89903 -1.42997 -2.93394
C7 4.01608 -0.44553 -1.66087
N2 4.22294 0.27659 -0.71542
N3 4.34842 -0.80634 -4.23145
C8 4.76144 0.42716 -4.00498
S1 4.95246 2.07695 -3.82034
H1 -1.78584 0.06351 -1.75691
H2 -1.84034 -0.39128 -3.54042
H3 -0.75896 1.06852 -2.92493
H4 2.35478 -2.81553 -2.10863
H5 4.65164 -2.29400 -2.72536
C9 -4.41332 0.32730 4.06007
O1 -3.04340 0.48585 4.40515
C10 -2.19210 -0.39474 3.67137
C11 -1.51956 0.32722 2.50618
O2 -2.47252 0.72626 1.52058
C12 -2.81256 2.10217 1.62084
H6 -4.96202 1.19374 4.43489
H7 -4.56145 0.26574 2.98000
H8 -4.80990 -0.57526 4.53765
H9 -2.74701 -1.27276 3.32310
H10 -1.41849 -0.74021 4.36305
H11 -0.82692 -0.36535 2.01732
H12 -0.94130 1.18808 2.85930
H13 -2.00528 2.71392 1.20537
H14 -3.00499 2.40262 2.65459
H15 -3.71878 2.27222 1.03767
C13 5.17653 3.75154 -0.50481
O3 6.23378 4.22289 -1.33151
C14 5.85292 5.36399 -2.10130
C15 6.36922 6.65599 -1.47193
O4 5.74268 6.91029 -0.21572
C16 6.56573 6.54718 0.88415
H16 5.60127 3.07765 0.24153
H17 4.66659 4.56533 0.01494
H18 4.45547 3.19491 -1.11243
H19 4.76591 5.39827 -2.23590
H20 6.30960 5.24901 -3.08942
H21 6.11433 7.49271 -2.13022
H22 7.45919 6.63158 -1.36522
H23 7.34504 7.30229 1.02804
H24 7.02778 5.56595 0.74415
H25 5.94200 6.51054 1.77835
C17 4.81840 -5.01707 0.00553
O5 5.36944 -3.89780 -0.67703
C18 5.79979 -2.87045 0.21902
C19 7.31097 -2.91659 0.43272
O6 7.70466 -4.10513 1.11756
C20 8.22829 -5.09018 0.23744
H26 4.77186 -5.85380 -0.69437
H27 5.42600 -5.31610 0.86179
H28 3.80285 -4.78015 0.34043
H29 5.26488 -2.93624 1.17277
H30 5.54108 -1.91514 -0.24475
H31 7.60080 -2.07280 1.06672
H32 7.84468 -2.82129 -0.51930
H33 9.24911 -4.82196 -0.05248
H34 7.61232 -5.20883 -0.65842
H35 8.25224 -6.04278 0.76846
C21 0.24757 -4.06522 3.70963
O7 -0.92540 -3.47756 4.25633
C22 -2.08051 -4.29591 4.07184
C23 -2.41891 -5.07323 5.34180
O8 -1.40889 -6.03260 5.65015
C24 -0.52757 -5.58345 6.67037
H36 1.11391 -3.54140 4.11851
H37 0.33347 -5.12399 3.96201
H38 0.24464 -3.94599 2.62086
H39 -1.94685 -4.97193 3.22007
H40 -2.91309 -3.62464 3.83971
H41 -3.34670 -5.62971 5.17515
H42 -2.58083 -4.39384 6.18576
H43 -1.01797 -5.66599 7.64543
H44 -0.20534 -4.55097 6.50867
H45 0.35454 -6.22522 6.66482
C25 -6.30700 4.06268 4.92950
O9 -7.04229 3.22669 4.04466
C26 -8.38045 3.00895 4.49112
C27 -9.36715 3.90582 3.74691
O10 -9.15914 5.28216 4.06034
C28 -8.43219 5.96499 3.04836
H46 -5.41311 4.40987 4.40736
H47 -6.88318 4.93468 5.24539
H48 -6.00048 3.48643 5.80890
H49 -8.45766 3.15222 5.57452
H50 -8.62326 1.96448 4.27296
H51 -10.38206 3.65504 4.07148
H52 -9.30890 3.73999 2.66562
H53 -9.08921 6.17401 2.19817
H54 -7.56493 5.39178 2.70884
H55 -8.08021 6.91111 3.46185
C29 -4.48105 -0.86513 -6.83541
O11 -3.11241 -0.71174 -6.48305
C30 -2.26109 -1.60076 -7.20737
C31 -1.57752 -0.88819 -8.37303
O12 -2.52236 -0.48996 -9.36573
C32 -2.85564 0.88805 -9.27515
H56 -5.02701 0.00623 -6.46813
H57 -4.62251 -0.93135 -7.91602
H58 -4.88577 -1.76282 -6.35623
H59 -2.81842 -2.47782 -7.55419
H60 -1.49318 -1.94644 -6.50853
H61 -0.88570 -1.58710 -8.85360
H62 -0.99674 -0.02827 -8.02142
H63 -2.04293 1.49313 -9.68954
H64 -3.05226 1.19548 -8.24415
H65 -3.75755 1.05950 -9.86442

As for the LUMO energy: -0.714 eV. The orbital gap is 8.4 eV. The value obtained for the HOMO energy is -9.1 eV. As for the SMILES: C/C(I)=C(\I)[C@@H](C#N)[C@H](C#N)N=C=S.COCCOC.COCCOC.COCCOC.COCCOC.COCCOC.COCCOC. The value obtained for the largest force on an atom is 0.1378 hartree/bohr. As for the spin multiplicity: 1. As for the total energy: -3318.53295 Eh.

=====

[3]
A 5-piece molecular cluster, H10O4S overall, computed with ωB97M-V/def2-TZVPD.

Positions of all 15 atoms, in Å:
S1 0.51482 -2.40819 1.76082
H1 1.49000 -1.59932 2.25387
H2 -0.52370 -1.57183 2.02947
H3 0.26908 -0.89435 -1.15853
H4 1.03486 -1.34793 -2.44848
O1 0.46172 -0.66751 -2.09550
H5 2.54072 0.75107 -1.50894
H6 1.49293 1.66615 -2.18608
O2 2.21606 1.64412 -1.54292
H7 -1.47601 0.75256 2.87678
H8 -2.81308 0.46588 1.94042
O3 -2.18774 0.20024 2.59860
H9 -0.66563 1.39320 -0.17806
H10 -1.05386 0.66650 -1.63114
O4 -1.30018 0.94941 -0.71032

As for the LUMO energy (alpha / beta): -4.934 / -10.705 eV. The orbital gap (alpha / beta) is 9.2 / 3.5 eV. The value obtained for the HOMO energy (alpha / beta) is -14.2 / -14.2 eV. The value obtained for the largest force on an atom is 0.0567 hartree/bohr. The net charge is +1. As for the spin multiplicity: 2. The calculation puts the energy above the lowest of the compared OMol25 structures with the same formula, charge and spin at 134.6 kJ/mol. As for the total energy: -704.73191 Eh. Its expectation value of S² is 0.753.

=====

[4]
A 2-piece molecular cluster, C3H7OS overall, computed with ωB97M-V/def2-TZVPD.

Positions of all 12 atoms, in Å:
C1 -2.14837 -0.00787 1.29322
S1 -1.49420 -1.17019 0.04569
H1 -3.23059 0.09271 1.19415
H2 -1.91249 -0.31141 2.32050
H3 -1.71189 0.98684 1.17964
O1 2.34856 1.24821 0.41134
C2 1.46551 0.79261 -0.27791
C3 1.62967 0.38947 -1.71682
H4 0.44133 0.63078 0.11275
H5 1.71371 1.29686 -2.31829
H6 0.74697 -0.17378 -2.02160
H7 2.51175 -0.23485 -1.87856

As for the LUMO energy: 4.043 eV. The orbital gap is 6.5 eV. The value obtained for the HOMO energy is -2.4 eV. The value obtained for the largest force on an atom is 0.0090 hartree/bohr. The net charge is -1. As for the spin multiplicity: 1. The calculation puts the energy above the lowest of the compared OMol25 structures with the same formula, charge and spin at 67.4 kJ/mol. As for the total energy: -591.94262 Eh.

=====

[5]
An isolated molecule of C16H15ClN2O2S, computed with ωB97M-V/def2-TZVPD.

Positions of all 37 atoms, in Å:
C1 3.59715 -2.70691 0.04813
O1 2.17093 -3.07401 -0.33232
C2 1.33127 -1.91073 0.11434
O2 1.74514 -0.87811 0.55776
C3 -0.08485 -2.06844 -0.23400
C4 -0.56956 -3.55679 -0.26593
C5 -2.06231 -3.43850 -0.41512
C6 -2.85013 -2.23718 -0.39080
C7 -2.23206 -1.18706 -0.35886
N1 -3.10564 -0.22464 -0.42108
C8 -2.96344 1.19847 -0.07126
S1 -3.81581 2.34981 -0.94600
N2 -1.99348 1.62244 0.81238
C9 -1.46189 2.77851 0.95376
C10 -0.11868 2.74210 0.69522
C11 0.22821 2.68858 -0.77327
C12 1.44065 2.37875 -1.14266
C13 2.54630 2.32514 -0.66500
Cl1 4.16492 1.78487 -0.95106
C14 2.42287 2.26173 0.93264
C15 1.07299 2.29317 1.41438
C16 -0.94724 -0.95524 -0.31542
H1 3.95369 -2.55576 1.00982
H2 4.03047 -1.74720 -0.63899
H3 4.07232 -3.64579 -0.43493
H4 0.08230 -4.13975 -0.02905
H5 -2.39083 -4.54300 -0.48786
H6 -3.92621 -2.60394 -0.40925
H7 -3.93965 -0.01989 -0.97608
H8 -1.68735 0.77323 1.44763
H9 -1.39908 3.09359 2.12348
H10 -1.99544 3.40029 0.44975
H11 -0.62015 2.67651 -1.64453
H12 1.69249 2.37411 -2.42878
H13 3.08211 2.06288 1.73705
H14 0.92919 2.68997 2.45016
H15 -0.39925 -0.00121 -0.41424

As for the LUMO energy: -0.134 eV. The orbital gap is 8.3 eV. The value obtained for the HOMO energy is -8.4 eV. As for the SMILES: COC(=O)c1cccc(NC(=S)NCc2ccc(Cl)cc2)c1. The value obtained for the largest force on an atom is 0.3632 hartree/bohr. As for the spin multiplicity: 1. The calculation puts the energy above the lowest of the compared OMol25 structures with the same formula, charge and spin at 1252.1 kJ/mol. As for the total energy: -1736.60916 Eh.

=====

[6]
C48H43F4N3O4ReSbTe as an isolated structure, computed with ωB97M-V/def2-TZVPD.

Positions of all 105 atoms, in Å:
Re1 -1.61705 -0.22310 -0.15855
C1 5.80954 -0.91916 2.45262
C2 4.69491 -0.24502 3.23026
N1 3.52411 0.06335 2.37424
C3 2.49337 -0.77453 2.38967
C4 1.36599 -0.63519 1.60726
C5 0.32113 -1.68636 1.75713
O1 0.43328 -2.57380 2.55965
O2 -0.70170 -1.61172 0.91906
C6 1.26455 0.46401 0.74543
O3 0.25192 0.70862 -0.01245
C7 2.37918 1.37957 0.71894
C8 2.36895 2.50119 -0.12382
C9 3.43148 3.34515 -0.16375
F1 3.39416 4.37021 -1.03087
C10 4.58466 3.16516 0.64144
C11 4.58373 2.06288 1.48251
C12 3.50684 1.16510 1.52560
N2 5.66852 4.03996 0.60205
C13 7.03338 3.56566 0.75765
C14 7.72837 4.35653 1.86326
N3 7.23459 5.79198 1.81322
C15 6.82392 6.18613 0.42213
C16 5.59209 5.37862 0.00989
H1 6.64790 -1.12052 3.11796
H2 6.16609 -0.30333 1.62659
H3 5.47196 -1.87102 2.04373
H4 5.01313 0.67829 3.71128
H5 4.32973 -0.89399 4.02313
H6 2.55120 -1.62134 3.06250
H7 1.52450 2.68255 -0.77270
H8 5.43019 1.89927 2.13020
H9 7.57588 3.67093 -0.18679
H10 7.05937 2.50802 1.00278
H11 8.80892 4.37307 1.73627
H12 7.49067 3.97954 2.85558
H13 7.96012 6.42277 2.15967
H14 6.43477 5.89775 2.43994
H15 7.68559 5.99950 -0.21531
H16 6.61314 7.25294 0.41083
H17 5.55766 5.36779 -1.08146
H18 4.69090 5.87585 0.36565
C17 -1.54973 2.03052 -2.64734
C18 -1.93103 1.12740 -1.55235
O4 -3.06032 0.99912 -1.02414
H19 -2.42538 2.48149 -3.11054
H20 -0.95004 1.47936 -3.37240
H21 -0.91231 2.81647 -2.23350
Te1 -3.85047 -1.41311 0.99671
C19 -5.41600 -0.02791 0.83236
C20 -6.67125 -0.55443 0.55384
C21 -7.76364 0.30030 0.47650
C22 -7.59437 1.66127 0.68084
C23 -6.33545 2.17663 0.96722
C24 -5.23890 1.33322 1.04340
C25 -3.22388 -1.04956 2.96803
C26 -3.37943 -2.07268 3.89214
C27 -2.95406 -1.87689 5.20060
C28 -2.37841 -0.67236 5.57204
C29 -2.21922 0.34627 4.63928
C30 -2.63732 0.15887 3.33099
H22 -6.81102 -1.61904 0.41399
H23 -8.74597 -0.10320 0.27102
H24 -8.44736 2.32399 0.62748
H25 -6.21065 3.23746 1.13761
H26 -4.26356 1.74208 1.27136
H27 -3.83386 -3.01411 3.61013
H28 -3.08150 -2.66680 5.92798
H29 -2.05785 -0.52204 6.59393
H30 -1.78193 1.29037 4.93639
H31 -2.52823 0.96425 2.61276
F2 0.69691 0.07229 -7.14040
C31 0.13066 -0.41531 -6.04045
C32 -1.17016 -0.87982 -6.10800
C33 -1.74943 -1.38391 -4.95270
C34 -1.02650 -1.40872 -3.75889
C35 0.28467 -0.93516 -3.72110
C36 0.87328 -0.43516 -4.87006
Sb1 -1.92879 -2.11506 -2.01789
C37 -3.94292 -2.50995 -2.38466
C38 -4.39766 -3.82435 -2.29269
C39 -5.74335 -4.10268 -2.46805
C40 -6.60663 -3.05479 -2.73666
F3 -7.90169 -3.31456 -2.89245
C41 -6.17941 -1.74036 -2.83399
C42 -4.83511 -1.46885 -2.64437
C43 -1.02953 -3.92386 -1.50148
C44 -1.14571 -4.42369 -0.20316
C45 -0.61749 -5.66617 0.10002
C46 0.01263 -6.38162 -0.90542
F4 0.52305 -7.57410 -0.61210
C47 0.13710 -5.90631 -2.19886
C48 -0.39399 -4.66213 -2.49813
H32 -1.70225 -0.85004 -7.04867
H33 -2.76562 -1.75714 -4.99044
H34 0.85613 -0.95431 -2.79897
H35 1.89187 -0.07282 -4.88158
H36 -3.71377 -4.64009 -2.08928
H37 -6.12668 -5.11186 -2.40846
H38 -6.89460 -0.95797 -3.04638
H39 -4.50171 -0.43938 -2.70738
H40 -1.61893 -3.84462 0.58056
H41 -0.67942 -6.08384 1.09509
H42 0.63911 -6.50642 -2.94484
H43 -0.30260 -4.27750 -3.50693

As for the LUMO energy (alpha / beta): -7.713 / -7.713 eV. The orbital gap (alpha / beta) is 7.4 / 7.3 eV. The value obtained for the HOMO energy (alpha / beta) is -15.1 / -15.0 eV. The value obtained for the largest force on an atom is 0.0118 hartree/bohr. The net charge is +3. As for the spin multiplicity: 2. The calculation puts the energy above the lowest of the compared OMol25 structures with the same formula, charge and spin at 0.0 kJ/mol. As for the total energy: -3305.28029 Eh. Its expectation value of S² is 0.762.